No. 1
This record from the Open Molecules 2025 dataset describes a molecular structure, C15H22IrN7O10P2 in a non-equilibrium geometry. The level of theory is wB97M-V/def2-TZVPD.

Structure (XYZ):
```
57
C15H22IrN7O10P2 wB97M-V/def2-TZVPD
Ir 0.2238 -0.2716 -0.5573
O 1.5319 -0.9041 1.8076
P 2.1774 0.5086 1.3668
O 2.9605 1.2138 2.3679
O 0.9314 1.1654 0.7322
O 3.0775 -0.0612 0.1264
P 3.1357 0.3887 -1.4252
O 3.6561 -0.9536 -2.1084
O 4.0009 1.5300 -1.7163
O 1.6449 0.5676 -1.8113
H 2.1233 -1.5202 2.2542
H 3.0126 -1.6693 -2.0378
N -1.9113 1.3950 1.5925
C -1.7988 0.2073 2.4176
C -1.5383 -1.1554 1.7734
O -1.7688 -2.1635 2.4130
O -1.1526 -1.2408 0.5169
H -1.0080 1.6493 1.2150
H -2.5318 1.2261 0.8106
H -2.7234 0.0613 2.9792
H -1.0220 0.3568 3.1702
N 1.6662 3.0150 -2.3847
C 0.5783 3.5695 -2.8988
N 0.6384 4.7811 -3.4727
N -0.6113 2.9585 -2.9168
C -0.7554 1.9214 -2.1815
N -0.9270 0.9803 -1.5163
H 2.5660 3.4616 -2.4371
H 1.6617 2.0214 -2.1466
H 1.4808 5.3256 -3.4482
H -0.2279 5.2351 -3.6994
C -3.6844 -3.1559 -4.5386
N -2.3626 -2.6205 -4.2538
N -1.7784 -2.7945 -3.0190
C -0.8164 -1.8466 -2.8478
O -0.0559 -1.8815 -1.8312
C -0.8460 -1.0157 -3.9921
C -1.8224 -1.5122 -4.8137
C -2.3348 -0.9904 -6.1088
C -1.9204 -3.9957 -2.2565
C -2.0837 -3.8908 -0.8846
C -2.1784 -5.0543 -0.1350
C -2.1343 -6.2943 -0.7560
C -1.9712 -6.3817 -2.1329
C -1.8474 -5.2288 -2.8918
H -3.9295 -3.8991 -3.7869
H -3.6878 -3.6340 -5.5162
H -4.4345 -2.3647 -4.5120
H -0.1955 -0.1769 -4.1675
H -1.7140 -0.1622 -6.4402
H -3.3597 -0.6287 -6.0049
H -2.3266 -1.7631 -6.8782
H -2.0853 -2.9226 -0.4001
H -2.2816 -4.9721 0.9389
H -2.2174 -7.1980 -0.1666
H -1.9220 -7.3487 -2.6156
H -1.6852 -5.2826 -3.9614
```

Calculated values
E_HOMO: -8.206 eV
ΔE to the lowest compared entry with this formula, charge and spin: 72.2 kcal/mol
frontier orbital gap: 0.27023 Eh
LUMO energy: -0.852 eV
multiplicity: 1

=====

No. 2
This record from the Open Molecules 2025 dataset describes a molecular structure, C4H6AgO in a non-equilibrium geometry. The level of theory is wB97M-V/def2-TZVPD.

Structure (XYZ):
```
12
C4H6AgO wB97M-V/def2-TZVPD
C -0.6970 -1.4091 -0.7417
C -1.0333 0.0328 -0.8002
C -0.2280 1.0233 -0.3252
C 0.4768 0.9249 0.9333
O 1.6687 0.6232 0.9954
Ag 3.7300 0.5010 2.5974
H -1.0351 -1.9063 -1.6632
H -1.2152 -1.8673 0.1137
H -1.7235 0.3128 -1.6025
H 0.4269 -1.4853 -0.6298
H -0.3200 2.0319 -0.7359
H -0.0504 1.2181 1.8588
```

Calculated values
E_HOMO: -12.896 eV
ΔE to the lowest compared entry with this formula, charge and spin: 0.0 kcal/mol
frontier orbital gap: 0.23918 Eh
total charge: +1
LUMO energy: -6.388 eV
multiplicity: 1

=====

No. 3
This record from the Open Molecules 2025 dataset describes a molecular structure, C13H19BCoN8O4. The level of theory is wB97M-V/def2-TZVPD.

Structure (XYZ):
```
46
C13H19BCoN8O4 wB97M-V/def2-TZVPD
Co -0.1614 0.3373 -0.2330
O -4.0038 -3.9252 0.8154
C -3.3150 -3.7685 1.9194
O -3.4677 -4.4489 2.9066
C -2.2893 -2.6827 1.9223
C -1.4782 -2.4054 2.9985
N -0.6925 -1.3730 2.6418
N -0.9430 -0.9597 1.3926
C -1.9010 -1.7491 0.9344
C -2.3625 -1.5219 -0.4872
O -3.2415 -2.2651 -0.9375
O -1.7836 -0.5740 -1.0921
H -3.7584 -3.2521 0.1028
H -1.4426 -2.8820 3.9640
H 0.0359 -0.9424 3.1818
B 2.5277 0.2653 -2.6091
N 1.4865 1.4299 -2.5644
C 1.5699 2.4442 -3.4337
C 0.5218 3.3183 -3.2048
C -0.1669 2.7450 -2.1433
N 0.4241 1.6054 -1.7653
N 2.2600 -0.9045 -1.6106
C 3.0029 -2.0159 -1.6528
C 2.6044 -2.8609 -0.6315
C 1.5807 -2.1674 0.0004
N 1.3836 -0.9846 -0.5974
H 3.6104 0.7344 -2.3455
H 2.4982 -0.1976 -3.7190
H 2.3576 2.4792 -4.1673
H 0.2961 4.2281 -3.7327
H -1.0677 3.0942 -1.6671
H 3.7666 -2.1407 -2.4021
H 2.9924 -3.8353 -0.3924
H 0.9806 -2.4792 0.8388
N 1.1956 1.5117 1.2502
C 0.4258 2.3490 2.1754
C -0.7250 2.9907 1.4095
N -1.5063 1.9339 0.7605
H 1.8820 0.9448 1.7329
H 1.7037 2.0963 0.5928
H 1.0296 3.1228 2.6569
H 0.0139 1.7134 2.9642
H -0.3119 3.6388 0.6343
H -1.3210 3.6099 2.0850
H -2.1426 2.3071 0.0663
H -2.0680 1.4364 1.4421
```

Calculated values
E_HOMO (alpha / beta): -8.682 / -8.679 eV
frontier orbital gap (alpha / beta): 0.31057 / 0.31019 Eh
LUMO energy (alpha / beta): -0.231 / -0.238 eV
multiplicity: 4

=====

No. 4
This record from the Open Molecules 2025 dataset describes a molecular structure, C2H2O in a non-equilibrium geometry. The level of theory is wB97M-V/def2-TZVPD.

Structure (XYZ):
```
5
C2H2O wB97M-V/def2-TZVPD
C 0.2418 -0.6110 0.5705
C 0.0974 0.3527 -0.2992
O -1.1188 0.4367 -0.0009
H 0.0784 -1.6117 0.7388
H 0.7011 1.4332 -1.0092
```

Calculated values
E_HOMO: -9.007 eV
ΔE to the lowest compared entry with this formula, charge and spin: 105.7 kcal/mol
frontier orbital gap: 0.34276 Eh
LUMO energy: 0.320 eV
multiplicity: 1

=====

No. 5
This record from the Open Molecules 2025 dataset describes C18H21ClN2O3S in the gas phase in a non-equilibrium geometry. The level of theory is wB97M-V/def2-TZVPD.

Structure (XYZ):
```
46
C18H21ClN2O3S wB97M-V/def2-TZVPD
C 2.2417 0.2215 2.3231
C 1.6163 -0.8420 1.4802
C 1.1186 -1.9992 2.0665
C 0.4830 -2.9829 1.3316
C 0.3578 -2.8128 -0.0365
C 0.8676 -1.6880 -0.6571
C 1.4926 -0.6942 0.0942
N 1.9470 0.4649 -0.5554
S 3.5386 0.9722 -0.5902
O 4.3199 0.0235 0.1424
O 3.8743 1.2210 -1.9614
C 3.5265 2.5735 0.2604
H 4.1349 3.2440 -0.3328
H 3.9509 2.4436 1.2459
H 2.5064 2.9387 0.3169
C 1.0320 1.2202 -1.3839
H 0.5506 0.6024 -2.1477
H 1.6167 1.9965 -1.8766
C 0.0178 1.8305 -0.4136
O 0.2443 2.8628 0.1888
N -1.0678 1.0667 -0.2233
H -1.1388 0.1825 -0.7025
C -2.0708 1.3297 0.7958
C -3.4431 1.0158 0.2523
C -4.4319 1.9896 0.2281
C -5.6936 1.7002 -0.2623
C -5.9789 0.4327 -0.7393
C -4.9983 -0.5446 -0.7201
C -3.7392 -0.2558 -0.2255
H -2.9873 -1.0329 -0.2077
H -5.2147 -1.5360 -1.0897
H -6.9619 0.2062 -1.1242
H -6.4539 2.4669 -0.2740
H -4.2113 2.9810 0.5961
C -1.7734 0.5131 2.0574
H -0.8074 0.7987 2.4646
H -2.5412 0.6984 2.8038
H -1.7530 -0.5505 1.8315
H -1.9930 2.3962 1.0305
H 0.7914 -1.5862 -1.7285
Cl -0.4502 -4.0123 -0.9878
H 0.0882 -3.8644 1.8106
H 1.2123 -2.1247 3.1349
H 3.3185 0.2179 2.1661
H 1.8548 1.2003 2.0460
H 2.0393 0.0414 3.3761
```

Calculated values
E_HOMO: -8.982 eV
ΔE to the lowest compared entry with this formula, charge and spin: 13.6 kcal/mol
frontier orbital gap: 0.35180 Eh
structure (SMILES): Cc1ccc(Cl)cc1N(CC(=O)N[C@H](C)c1ccccc1)S(C)(=O)=O
LUMO energy: 0.591 eV
multiplicity: 1